[1]
C5H13N3O | ωB97M-V/def2-TZVPD

Properties
ΔE to the lowest compared entry with this formula, charge and spin (kJ/mol): 375.9
E (a.u.): -437.11510
Largest force on an atom (eV Å⁻¹): 3.5
Kohn-Sham gap (Ha): 0.359
Structure (SMILES): C=C/C=[N+](\C[NH3+])[C@H](N)O

ORCA input file:
```
! RIJCOSX wB97M-V def2-TZVPD def2/J DEFGRID3
* xyz 2 1
C -1.294 -1.639 3.168
C -1.151 -0.676 2.238
C -0.183 -0.795 1.240
N 0.047 -0.138 0.083
C -0.882 0.933 -0.421
N -0.137 1.997 -1.167
C 1.088 -0.473 -1.048
N 2.006 0.599 -1.292
O 0.426 -0.645 -2.253
H -2.131 -1.649 3.904
H -0.505 -2.391 3.295
H -2.023 -0.036 2.152
H 0.474 -1.690 1.460
H -1.625 0.365 -1.102
H -1.446 1.522 0.511
H -0.438 2.900 -0.838
H -0.277 1.782 -2.190
H 0.988 1.890 -1.026
H 1.683 -1.386 -0.818
H 2.994 0.523 -1.031
H 2.090 0.535 -2.380
H 0.296 -1.527 -2.486
*
```


[2]
C5H10O2 | ωB97M-V/def2-TZVPD

Properties
ΔE to the lowest compared entry with this formula, charge and spin (kJ/mol): 497.5
E (a.u.): -346.83594
Largest force on an atom (eV Å⁻¹): 1.7
Kohn-Sham gap (Ha): 0.365
Structure (SMILES): CO[C@@H]1C[C@@H]1CO

ORCA input file:
```
! RIJCOSX wB97M-V def2-TZVPD def2/J DEFGRID3
* xyz 0 1
C 0.627 0.006 1.954
O 0.687 1.149 0.621
C 0.952 0.540 -0.625
C 0.028 0.747 -1.806
C 0.001 -0.548 -1.041
C -1.179 -0.848 -0.114
O -1.406 0.115 0.890
H -0.145 -0.683 2.384
H 0.810 0.791 2.667
H 1.448 -0.578 1.587
H 2.013 0.441 -0.860
H 0.447 0.731 -2.814
H -0.812 1.426 -1.690
H 0.433 -1.421 -1.528
H -1.017 -1.839 0.343
H -2.112 -0.897 -0.680
H -0.773 0.866 0.710
*
```


[3]
C14H34Be3N3O9 | ωB97M-V/def2-TZVPD

Properties
ΔE to the lowest compared entry with this formula, charge and spin (kJ/mol): 1541.8
E (a.u.): -1437.58140
Largest force on an atom (eV Å⁻¹): 5.4
Kohn-Sham gap (Ha): 0.053

ORCA input file:
```
! RIJCOSX wB97M-V def2-TZVPD def2/J DEFGRID3
* xyz 3 1
Be -2.148 -2.774 -4.933
Be -0.882 1.876 0.929
Be -7.894 -1.914 1.063
C -2.794 -2.751 0.220
O -3.183 -2.068 1.162
O -1.774 -2.410 -0.308
O -3.746 -3.045 -0.543
O -7.592 4.168 -1.532
C -7.087 2.920 -1.418
O -6.220 2.741 -0.567
O -7.615 1.967 -1.988
H -8.132 4.072 -2.319
C -1.011 -8.313 -6.057
C -0.927 -8.009 -4.609
C 0.382 -7.446 -4.131
O 0.698 -6.157 -4.722
C 1.852 -5.550 -4.211
N -2.095 -7.094 -4.440
H -1.849 -8.903 -6.428
H -0.238 -9.027 -6.340
H -0.805 -7.417 -6.643
H -1.268 -8.900 -4.082
H 1.121 -8.244 -4.201
H 0.323 -7.416 -3.043
H 1.550 -5.384 -3.177
H 2.167 -4.591 -4.622
H 2.704 -6.220 -4.329
H -2.930 -7.513 -4.825
H -2.311 -6.875 -3.478
C 5.896 1.101 -0.616
C 4.577 0.813 0.158
C 4.790 0.541 1.694
O 3.594 0.483 2.510
C 3.729 -0.220 3.747
N 3.795 2.045 0.105
H 6.630 1.705 -0.081
H 5.780 1.554 -1.601
H 6.362 0.134 -0.805
H 3.981 0.054 -0.348
H 5.409 1.218 2.283
H 5.300 -0.420 1.631
H 2.776 -0.724 3.903
H 4.075 0.424 4.555
H 4.500 -0.991 3.746
H 4.432 2.795 0.331
H 3.669 2.188 -0.887
C 0.352 8.019 3.365
C -0.236 6.590 3.438
C -0.977 6.230 4.745
O -1.202 4.826 4.731
C -2.457 4.433 5.402
N -1.265 6.418 2.412
H 0.897 8.092 2.424
H 0.941 8.182 4.268
H -0.343 8.840 3.540
H 0.554 5.852 3.299
H -1.930 6.757 4.788
H -0.466 6.601 5.634
H -2.363 4.624 6.471
H -2.568 3.350 5.369
H -3.408 4.871 5.097
H -1.034 6.946 1.583
H -2.083 6.945 2.680
*
```


[4]
C5H6O | ωB97M-V/def2-TZVPD

Properties
ΔE to the lowest compared entry with this formula, charge and spin (kJ/mol): 498.6
E (a.u.): -269.15634
Largest force on an atom (eV Å⁻¹): 0.6
Kohn-Sham gap (Ha): 0.338

ORCA input file:
```
! RIJCOSX wB97M-V def2-TZVPD def2/J DEFGRID3
* xyz 0 1
C 0.198 1.629 -0.713
C 0.422 0.306 -0.034
C -0.367 -0.133 1.111
C -0.166 -1.634 1.163
C -0.595 -0.981 -0.080
O 1.124 -0.583 -0.665
H 1.169 2.113 -0.849
H -0.467 2.283 -0.148
H -0.208 1.441 -1.713
H -0.916 -2.153 1.753
H 0.807 -2.123 1.092
H -1.158 -1.066 -0.999
*
```


[5]
C2H5N3S3 | ωB97M-V/def2-TZVPD

Properties
ΔE to the lowest compared entry with this formula, charge and spin (kJ/mol): 127.9
E (a.u.): -1437.99492
Largest force on an atom (eV Å⁻¹): 3.1
Kohn-Sham gap (Ha): 0.316
Structure (SMILES): NC(=S)/C(=N\S)NS

ORCA input file:
```
! RIJCOSX wB97M-V def2-TZVPD def2/J DEFGRID3
* xyz 0 1
N 0.184 0.994 1.293
C 0.041 0.927 -0.039
S -0.058 2.226 -1.043
C 0.071 -0.509 -0.504
N 1.132 -1.179 -0.708
S 2.694 -0.702 -0.359
N -1.146 -1.051 -0.852
S -2.641 -0.584 -0.269
H 0.672 0.206 1.718
H 0.354 1.909 1.712
H 2.546 0.658 -0.387
H -1.138 -1.866 -1.480
H -2.711 -1.031 0.917
*
```


[6]
C18H48BF4O18PtS6 | ωB97M-V/def2-TZVPD

Properties
ΔE to the lowest compared entry with this formula, charge and spin (kJ/mol): 0.0
E (a.u.): -5001.52937
Largest force on an atom (eV Å⁻¹): 2.0
Kohn-Sham gap (spin up / spin down) (Ha): 0.341 / 0.267
Expectation value of S²: 2.002

ORCA input file:
```
! RIJCOSX wB97M-V def2-TZVPD def2/J DEFGRID3
* xyz 1 3
Pt 11.381 -14.069 5.329
B 11.987 -12.642 2.678
F 13.307 -12.352 2.419
F 11.664 -12.294 4.078
F 11.087 -12.053 1.829
F 11.818 -14.063 2.616
O 12.744 -12.765 6.808
S 13.699 -12.293 7.769
O 15.084 -12.471 7.513
O 13.394 -10.775 8.003
C 13.845 -9.870 6.973
C 12.790 -8.843 6.634
C 13.286 -12.895 9.356
H 14.220 -10.344 6.059
H 14.766 -9.387 7.314
H 13.110 -8.324 5.729
H 12.658 -8.109 7.428
H 11.828 -9.308 6.409
H 13.554 -13.951 9.303
H 12.200 -12.863 9.440
H 13.793 -12.325 10.122
O 9.490 -14.172 4.277
S 8.203 -14.215 3.637
O 7.227 -15.061 4.215
O 7.728 -12.731 3.601
C 6.320 -12.449 3.377
C 5.887 -11.258 4.216
C 8.463 -14.550 1.943
H 5.684 -13.286 3.665
H 6.163 -12.239 2.320
H 4.827 -11.080 4.041
H 6.499 -10.376 4.040
H 5.975 -11.476 5.284
H 8.727 -15.594 1.791
H 9.324 -13.945 1.655
H 7.550 -14.284 1.420
O 14.392 -17.057 4.764
S 14.514 -15.673 5.029
O 13.377 -14.803 4.836
O 14.947 -15.404 6.509
C 16.157 -16.009 6.971
C 16.184 -15.995 8.495
C 15.823 -14.966 4.088
H 17.048 -15.466 6.652
H 16.249 -17.051 6.663
H 16.865 -16.750 8.888
H 15.209 -16.130 8.963
H 16.600 -15.061 8.882
H 15.450 -14.526 3.171
H 16.549 -15.751 3.895
H 16.286 -14.213 4.725
O 11.634 -8.308 -1.573
S 12.384 -8.750 -0.468
O 13.582 -8.106 -0.065
O 11.380 -8.725 0.763
C 11.943 -8.936 2.058
C 10.831 -9.040 3.053
C 12.695 -10.471 -0.660
H 12.693 -8.190 2.316
H 12.490 -9.885 2.096
H 10.136 -9.856 2.879
H 10.309 -8.084 3.138
H 11.238 -9.219 4.054
H 13.243 -10.613 -1.583
H 11.729 -10.969 -0.692
H 13.218 -10.795 0.236
O 8.805 -10.399 6.126
S 9.296 -11.443 6.923
O 10.131 -12.451 6.355
O 10.151 -10.837 8.070
C 9.735 -9.522 8.588
C 10.388 -9.383 9.938
C 8.005 -12.232 7.805
H 8.648 -9.537 8.663
H 10.053 -8.755 7.888
H 11.452 -9.589 9.823
H 9.971 -10.081 10.661
H 10.223 -8.368 10.296
H 7.315 -11.522 8.243
H 8.465 -12.890 8.542
H 7.524 -12.927 7.111
O 13.423 -17.075 0.672
S 14.663 -16.400 0.475
O 15.749 -16.641 1.361
O 15.190 -16.741 -0.968
C 14.238 -17.236 -1.946
C 13.277 -16.168 -2.432
C 14.352 -14.667 0.379
H 13.784 -18.139 -1.551
H 14.850 -17.497 -2.809
H 12.590 -15.832 -1.655
H 12.741 -16.475 -3.327
H 13.871 -15.302 -2.742
H 15.216 -14.173 0.821
H 13.457 -14.473 0.966
H 14.264 -14.326 -0.645
*
```


> What is the ΔE to the lowest compared entry with this formula, charge and spin in the first record?

375.9 kJ/mol


> Which of these has the lowest ΔE to the lowest compared entry with this formula, charge and spin?

C18H48BF4O18PtS6


> Number 2 is which compound?

C5H10O2